Record 1
109
Properties=species:S:1:pos:R:3:forces:R:3 method="wB97M-V/def2-TZVPD" fmax_ev_per_a=3.476 total_charge=-1 orbital_gap_ev=6.0 e_tot_ha=-2033.57998 e_homo_ev=-4.1
C 7.072837 -2.534710 2.303237 0.1979 0.1326 -0.1175
C 6.436151 -1.291951 1.727570 -0.2775 -0.4847 -0.1233
S 5.332200 -0.427535 2.855906 -0.0516 0.7171 0.3691
C 4.296766 -1.690702 3.643923 0.3721 -1.1043 -0.8886
Nb 2.928426 -2.900528 2.233508 -0.6604 3.3287 -0.7544
N 1.831011 -1.215065 1.582394 0.0126 -1.4210 1.1917
H 7.506858 -3.126684 1.506854 0.1453 -0.1782 -0.2647
H 7.866618 -2.295002 3.000478 0.0699 0.0404 0.3750
H 6.320282 -3.147286 2.773678 -0.1315 -0.2899 0.2124
H 7.182486 -0.571760 1.427258 0.2514 0.4058 0.0553
H 5.901155 -1.577081 0.833169 -0.3451 -0.0182 -0.2148
H 4.926552 -2.412088 4.149119 0.3033 -0.0561 0.3206
H 3.731397 -1.207556 4.425791 -0.3341 0.4250 0.1329
H 1.678767 -3.135458 3.581446 0.0533 -0.6958 0.1658
H 1.959462 -3.993021 1.094238 0.1396 -0.2892 -0.0064
H 4.167325 -2.819473 0.883532 0.4094 -0.8360 -0.1022
H 3.684487 -4.442998 2.884156 -0.2873 -0.0597 0.0980
H 1.881310 -0.446578 2.249989 0.1142 0.1575 -0.2032
H 0.845738 -1.474683 1.538778 -0.0305 0.2325 -0.3374
C -2.194198 1.870691 -1.596148 0.1117 -0.0533 0.0316
C -1.469016 3.141938 -1.185755 -0.0330 0.0535 -0.1218
O -0.842255 3.067771 0.081422 -0.0421 0.0312 0.1015
C 0.162667 2.069578 0.200450 0.1213 -0.0513 0.0255
C 1.311603 2.243329 -0.774158 -0.0170 -0.0118 -0.1761
H -2.878495 1.548321 -0.809607 -0.0429 0.0230 -0.0097
H -2.768099 2.038156 -2.508598 -0.0356 0.0007 0.0126
H -1.497266 1.053057 -1.786930 0.0039 0.0046 -0.0274
H -2.188652 3.959166 -1.100342 0.0079 0.0096 0.0627
H -0.745066 3.435469 -1.955143 -0.0047 -0.0447 -0.0006
H -0.272382 1.070281 0.102175 0.0077 -0.0159 -0.0218
H 0.536743 2.149732 1.220738 -0.0784 0.0543 0.0332
H 0.995394 2.071870 -1.804778 0.0382 -0.0028 -0.0040
H 2.107040 1.533869 -0.544685 -0.0220 -0.0229 0.0613
H 1.710524 3.258294 -0.715165 0.0132 0.0032 0.0489
C -6.968523 3.073414 -2.306882 -0.0810 -0.0620 -0.0918
C -5.746275 3.169137 -3.202608 -0.0551 0.0958 0.1102
O -5.182926 1.908814 -3.514465 0.1511 -0.0102 -0.0589
C -6.026226 1.014097 -4.212061 -0.0653 -0.1080 -0.0226
C -6.461394 1.514430 -5.579927 -0.0203 0.1315 0.0459
H -6.748089 2.471412 -1.425331 0.0101 0.0250 0.0318
H -7.282662 4.066438 -1.983329 0.0356 0.0239 0.0024
H -7.812116 2.608171 -2.818299 -0.0254 0.0205 0.0369
H -4.955700 3.718391 -2.689818 0.0544 -0.0575 -0.0102
H -5.977213 3.727053 -4.118236 -0.0324 -0.0187 -0.0043
H -6.900055 0.756321 -3.601564 -0.0194 0.0425 -0.0287
H -5.439865 0.101944 -4.328587 0.0460 0.0143 0.0359
H -7.134777 2.369851 -5.505430 -0.0282 -0.0227 -0.0005
H -6.987960 0.725098 -6.117475 0.0070 -0.0247 0.0003
H -5.594397 1.820333 -6.166854 0.0175 -0.0417 -0.0149
C 0.619212 3.240243 -6.255765 0.1296 0.0362 0.0169
C 0.122355 4.040680 -5.063004 -0.0712 -0.0141 -0.0807
O 0.907444 3.879714 -3.899359 -0.0796 -0.0405 0.1032
C 2.257281 4.291290 -3.992607 0.1208 0.0303 0.0254
C 2.428760 5.771622 -4.291901 -0.1100 -0.0003 -0.1012
H 0.757397 2.194452 -5.979993 -0.0431 -0.0165 0.0046
H -0.102599 3.295911 -7.071304 -0.0248 -0.0020 0.0050
H 1.572407 3.616637 -6.630864 -0.0177 0.0168 -0.0229
H -0.873703 3.694928 -4.783905 0.0063 -0.0053 0.0586
H 0.028677 5.102323 -5.322021 0.0309 -0.0027 -0.0325
H 2.795313 3.683235 -4.728881 -0.0030 0.0270 -0.0289
H 2.690739 4.063484 -3.019160 -0.0468 -0.0403 0.0201
H 2.097070 6.026374 -5.300270 0.0339 -0.0021 -0.0082
H 3.479500 6.050248 -4.209184 0.0161 -0.0094 0.0196
H 1.850506 6.370798 -3.587558 0.0276 -0.0038 0.0420
C 1.894310 -7.623987 0.618700 -0.1256 -0.1796 0.1318
C 3.246835 -7.730954 1.301217 0.0165 0.1065 -0.1516
O 3.167295 -7.840192 2.710815 0.1047 -0.0472 0.0708
C 2.475964 -8.963806 3.202586 -0.0414 0.0060 0.0344
C 3.097340 -10.297316 2.812028 0.0081 0.0143 -0.1130
H 1.310999 -6.819331 1.066119 0.0672 0.0842 -0.0323
H 2.024157 -7.411963 -0.442768 0.0307 0.0377 -0.0029
H 1.321221 -8.551406 0.706638 0.0118 -0.0020 -0.0610
H 3.813395 -6.821020 1.107324 -0.0058 0.0483 0.1617
H 3.828036 -8.567574 0.890297 -0.0468 -0.0203 -0.0329
H 1.421095 -8.931732 2.902922 0.0009 -0.0468 -0.0205
H 2.497173 -8.858954 4.288161 0.0140 0.0423 0.0042
H 3.006161 -10.490358 1.741963 -0.0238 -0.0132 0.0008
H 2.600734 -11.113563 3.339635 -0.0043 0.0053 0.0231
H 4.158545 -10.309715 3.064630 0.0022 -0.0024 0.0410
C -10.980977 -0.570375 -0.274614 0.1032 -0.0833 0.0163
C -10.365270 0.050441 -1.517794 -0.1043 -0.0085 0.0030
O -8.995836 0.372694 -1.378831 0.0480 0.1116 -0.0490
C -8.125483 -0.715853 -1.120182 0.1055 -0.0709 -0.0041
C -8.110352 -1.767453 -2.217124 -0.1622 0.0040 -0.0061
H -10.780231 0.049915 0.599424 -0.0273 0.0344 -0.0043
H -12.060270 -0.664597 -0.397897 -0.0133 0.0170 -0.0105
H -10.582546 -1.566474 -0.076740 -0.0277 -0.0134 -0.0149
H -10.860446 0.997676 -1.733749 0.0456 0.0321 -0.0096
H -10.522818 -0.595725 -2.389553 -0.0041 -0.0357 0.0258
H -8.359659 -1.173254 -0.152696 -0.0155 -0.0216 -0.0100
H -7.134119 -0.271763 -1.027309 -0.0133 0.0561 -0.0068
H -9.055949 -2.309373 -2.276639 0.0179 -0.0275 0.0208
H -7.323180 -2.496088 -2.024613 0.0289 0.0093 0.0083
H -7.928595 -1.304631 -3.187901 0.0449 -0.0042 0.0011
C 7.399879 1.912758 5.131675 0.1274 0.1627 -0.0222
C 6.255030 2.086605 6.110430 -0.0036 -0.1156 -0.0788
O 6.545849 2.959281 7.197655 -0.0265 -0.0331 0.0821
C 6.854723 4.289217 6.841758 0.0233 0.0781 0.0109
C 5.728196 5.014397 6.122447 -0.0216 -0.0834 -0.0796
H 8.314942 1.631153 5.657091 -0.0220 -0.0340 0.0263
H 7.148951 1.135724 4.409447 -0.0487 -0.0165 0.0326
H 7.604007 2.830962 4.575515 -0.0241 -0.0159 -0.0221
H 6.020014 1.126754 6.568383 -0.0019 0.0183 0.0620
H 5.350790 2.414775 5.587900 0.0117 0.0116 -0.0253
H 7.774362 4.325123 6.245267 -0.0223 0.0132 -0.0391
H 7.069567 4.796212 7.784080 -0.0016 -0.0385 0.0255
H 5.548259 4.601531 5.129318 0.0174 0.0197 -0.0135
H 5.976726 6.070000 6.002648 0.0111 0.0094 0.0194
H 4.800620 4.934033 6.690482 0.0039 0.0262 0.0314


Record 2
118
Properties=species:S:1:pos:R:3:forces:R:3 method="wB97M-V/def2-TZVPD" fmax_ev_per_a=2.311 total_charge=+1 orbital_gap_ev=7.7 e_tot_ha=-2141.12609 e_homo_ev=-11.5
C 4.432485 -1.722723 -1.543443 -0.2695 0.9993 -0.5770
C 3.757491 -0.733879 -2.548897 1.4895 -0.2858 0.1637
O 2.915075 0.202136 -1.841308 -1.3306 -0.8736 0.2183
C 1.968570 0.781838 -2.631643 0.6834 0.3584 1.6016
O 2.192375 0.938396 -3.784344 -0.5253 0.0448 -2.0200
C 0.697650 1.211546 -1.926842 -0.4979 -0.3786 -0.0159
C -0.373051 0.078619 -1.935580 0.3571 0.2658 0.7083
C 0.097783 -1.074961 -0.989711 -0.2648 0.7294 -0.7476
N -0.123766 -2.450802 -1.480654 -1.0322 -0.0322 0.6133
C 0.459933 -3.002105 -2.535134 -0.0339 0.5816 -0.8581
N 1.196995 -4.089108 -2.415587 -1.8641 -1.3610 -0.1247
N 0.372499 -2.493152 -3.857040 0.5911 0.9444 0.9925
H 4.091687 -1.484928 -0.526889 0.1786 -0.2549 -0.2286
H 4.204149 -2.761057 -1.816421 0.1140 0.2810 0.2555
H 5.511893 -1.540485 -1.622030 -0.2789 -0.3778 0.3326
H 4.534651 -0.143790 -3.053516 -0.3345 -0.2607 -0.0418
H 3.233286 -1.311738 -3.324374 -0.2711 0.5243 0.2072
H 0.881631 1.457635 -0.870445 0.1307 0.1817 -0.4284
H 0.268179 2.057807 -2.475622 0.3192 -0.0479 0.2956
H -1.288330 0.517841 -1.510444 0.2166 -0.1949 -0.2666
H -0.628144 -0.237171 -2.952710 0.2138 0.0144 0.2399
H -0.426075 -0.931479 -0.035783 0.0901 -0.5535 -0.2891
H 1.172845 -0.978101 -0.768701 -0.3549 -0.0423 -0.1683
H -0.735742 -3.059163 -0.932999 0.9295 -0.2850 0.5501
H 1.174241 -4.666407 -3.256024 0.5778 0.1761 0.0327
H 0.970425 -4.624288 -1.576197 0.7572 0.1907 0.2127
H 0.903035 -1.610248 -3.822834 0.2032 -0.2586 -0.7786
H -0.587876 -2.180824 -4.023713 0.1054 -0.0675 0.1118
C -2.735433 -4.333066 2.314026 0.0390 0.1093 0.0785
C -2.496536 -4.110384 0.836568 -0.2263 -0.3999 0.3843
O -1.147141 -4.466262 0.478716 0.1440 0.2144 -0.4456
H -2.037621 -3.741721 2.908554 -0.0542 0.0203 -0.0332
H -3.754678 -4.057117 2.589905 0.0071 -0.0281 0.0036
H -2.572336 -5.381614 2.577385 -0.1102 -0.0247 -0.0652
H -2.639382 -3.058391 0.580260 0.1527 -0.0150 -0.0865
H -3.186899 -4.708744 0.235827 -0.0593 0.1211 -0.0375
H -1.026576 -5.397653 0.697316 -0.0162 0.0837 0.0564
C -5.761431 -0.008132 2.442350 0.1406 0.0365 -0.0333
C -5.620492 -1.475308 2.081517 -0.3875 0.1921 0.2994
O -5.567371 -2.282069 3.254563 0.2002 -0.1525 -0.0989
H -4.925806 0.314530 3.065624 0.0001 -0.0105 -0.0310
H -5.793563 0.614517 1.546173 -0.0512 0.0151 0.0270
H -6.673971 0.161379 3.017693 -0.0381 0.0086 -0.0925
H -4.697057 -1.644911 1.524842 0.0172 -0.1203 0.0875
H -6.462023 -1.804457 1.462979 0.0845 0.0559 -0.1560
H -6.386881 -2.140932 3.741676 0.0889 -0.0305 0.0069
C 2.449600 -3.433944 3.323422 -0.0027 -0.1234 0.0062
C 1.045907 -4.004972 3.338906 0.1566 0.3333 -0.2230
O 0.106341 -2.989260 3.691973 -0.1147 -0.0961 0.1188
H 2.693426 -3.021702 4.300523 0.1457 -0.0619 -0.0503
H 3.185562 -4.198444 3.068744 0.0214 0.0430 -0.0004
H 2.528420 -2.617332 2.599587 0.0212 -0.0541 -0.0488
H 0.962611 -4.801163 4.077826 -0.1351 0.0896 0.0425
H 0.779746 -4.414745 2.358485 0.0223 -0.1053 0.0272
H 0.174827 -2.287677 3.034904 0.0312 -0.0158 0.0969
C 1.024762 0.512293 5.963081 -0.0607 0.0423 -0.0011
C 2.303703 0.075592 5.278059 -0.3023 -0.2835 0.0379
O 2.828505 -1.101004 5.890937 0.1932 0.0539 -0.0178
H 1.200058 0.708829 7.021753 0.0820 0.0671 -0.0511
H 0.623878 1.415387 5.499195 -0.0371 -0.0142 0.0340
H 0.270080 -0.277157 5.903576 -0.0283 0.0398 -0.0887
H 3.060712 0.852038 5.351790 0.0150 -0.0670 -0.0038
H 2.121394 -0.130626 4.215630 -0.0099 0.1324 -0.0487
H 2.155265 -1.786501 5.814106 -0.0094 0.0911 0.1379
C 5.630622 2.249826 8.915551 0.0449 0.0507 0.0101
C 4.266851 2.453936 8.284119 0.2081 -0.3343 -0.0315
O 4.316206 2.206769 6.880145 -0.0856 0.1135 -0.0817
H 6.365604 2.913365 8.457725 -0.0564 0.0498 0.0350
H 5.598833 2.446590 9.988430 0.0267 -0.0374 -0.0089
H 5.979454 1.226134 8.758283 -0.0613 -0.0218 0.0895
H 3.931014 3.480800 8.424193 -0.0411 -0.0186 -0.1512
H 3.527729 1.783688 8.735580 -0.0165 0.0960 0.1316
H 4.604525 1.294771 6.756766 0.0286 0.0713 0.0697
C -2.461023 0.739964 7.984765 0.0299 0.0564 -0.0077
C -3.820996 0.940328 7.342180 0.2190 -0.3568 -0.0622
O -3.759767 0.693416 5.937296 -0.0654 0.1388 -0.0946
H -1.724090 1.406445 7.533507 -0.0539 0.0493 0.0341
H -2.501599 0.934884 9.057648 0.0281 -0.0407 -0.0095
H -2.107845 -0.282763 7.827854 -0.0542 -0.0229 0.0956
H -4.162032 1.965471 7.480603 -0.0382 -0.0193 -0.1542
H -4.561819 0.267476 7.785735 -0.0168 0.1060 0.1406
H -3.469317 -0.217206 5.814611 -0.0472 0.0597 0.0058
C -2.567401 -3.549582 -6.395785 -0.0369 -0.0550 0.0414
C -3.566047 -2.422913 -6.217827 0.2560 0.0519 -0.3368
O -2.895321 -1.163304 -6.166107 0.0557 -0.0016 0.2902
H -1.848970 -3.547726 -5.572540 -0.0302 -0.0683 0.0124
H -3.067386 -4.518830 -6.424708 0.0447 -0.0031 -0.0231
H -1.998711 -3.422806 -7.319552 -0.0631 -0.0539 -0.0253
H -4.114835 -2.540865 -5.283770 0.0065 0.1593 -0.0032
H -4.286497 -2.408300 -7.040159 -0.0789 -0.1250 0.0731
H -2.418617 -1.051275 -6.996456 -0.0808 0.0459 0.0448
C 1.086498 4.953569 -3.408543 0.0308 0.3063 0.0952
C 1.310173 5.073012 -4.902400 0.1061 -0.4109 0.2094
O 2.608788 4.608377 -5.254081 0.0619 0.1785 -0.0628
H 1.837118 5.528343 -2.862827 0.0119 0.0277 -0.0833
H 0.097619 5.313037 -3.131643 0.0190 -0.1114 0.0760
H 1.184034 3.915356 -3.088330 -0.0775 -0.0655 -0.0322
H 1.234543 6.113469 -5.217392 0.1275 -0.0403 -0.0834
H 0.564120 4.489346 -5.454103 -0.1553 0.1374 0.0441
H 2.669911 3.684812 -4.983827 0.0465 0.0744 -0.0051
C 3.291961 2.584446 -7.629132 0.0389 -0.1344 -0.0475
C 3.335444 1.099735 -7.935578 -0.2540 0.1794 0.2189
O 3.367576 0.330626 -6.733172 0.1006 -0.2105 -0.0124
H 4.161155 2.880856 -7.040782 0.0192 -0.0055 -0.0695
H 3.273571 3.171289 -8.548828 -0.0307 0.0444 0.0499
H 2.407474 2.832032 -7.039842 -0.0601 0.0308 -0.1398
H 4.231450 0.857218 -8.505865 -0.0081 -0.1573 0.1020
H 2.460450 0.796845 -8.520850 0.0795 0.0718 -0.1668
H 2.570450 0.533396 -6.230778 0.1407 0.0939 0.0429
C -3.699696 6.360512 -3.469973 0.0245 0.0373 0.0678
C -2.502051 5.782499 -4.198608 -0.3757 -0.1944 0.0528
O -2.057251 4.578897 -3.569078 0.0837 -0.0962 -0.0005
H -3.448523 6.569273 -2.429009 0.0468 0.0535 -0.0459
H -4.036681 7.284111 -3.942503 -0.0361 -0.0269 0.0116
H -4.528921 5.648443 -3.464147 -0.0257 0.0475 -0.1019
H -1.670274 6.486594 -4.184479 0.0803 -0.1285 0.0243
H -2.751632 5.564056 -5.241340 0.0389 0.1544 -0.0446
H -2.789370 3.952875 -3.590562 0.0257 0.0906 -0.0057